Entry 1:
Computed, not measured: C7H6O4 as an isolated structure at a distorted geometry, with the ωB97M-V functional and the def2-TZVPD basis.

Structure (XYZ):
```
17
Properties=species:S:1:pos:R:3:lowdin_charge:R:1
C 0.1442 1.7503 0.2522 -0.3936
C -2.0772 1.1608 1.0563 -0.0215
C -1.7360 -0.2865 0.3933 0.0523
C -0.3844 -0.6494 0.2893 -0.2742
C 1.3415 -1.8363 -0.5756 -0.2971
C 1.5330 -0.4144 -1.0058 0.0873
C 0.6514 0.2812 -0.1699 -0.0259
H 0.0128 3.3034 -0.7003 0.2798
H 0.9713 2.3673 0.3029 0.1070
H -2.8519 1.0929 2.0309 0.1608
H -2.2045 2.1098 0.1447 0.1827
H -2.5277 -1.1420 0.2071 0.1493
H 2.5810 -0.2014 -1.4892 0.1588
O -0.5816 2.2306 -0.9303 -0.1123
O -0.5278 1.5741 1.4961 -0.1339
O -0.0963 -1.8735 -0.2134 0.0359
O 2.1036 -2.8767 -0.5943 0.0446
```

Calculated values
Spin multiplicity = 1
LUMO = -0.750 eV
Energy relative to the best compared isomer or geometry (same formula, charge and spin) = 176.5 kcal per mole
Orbital gap = 8.3 eV
HOMO = -9.0 eV
E_tot = -15538.8106 eV
Max |F| = 7.366 eV/Å

=====

Entry 2:
Computed, not measured: a 9-piece molecular cluster, C23H62ClO26S8 overall at a distorted geometry, with the ωB97M-V functional and the def2-TZVPD basis.

Structure (XYZ):
```
120
Properties=species:S:1:pos:R:3:lowdin_charge:R:1
Cl 1.1834 -0.2206 0.8551 0.6420
O 1.2206 -1.4220 0.0341 -0.3865
O 2.5004 0.3301 1.0620 -0.3534
O 0.3481 0.7241 0.1386 -0.3728
O 0.6136 -0.5655 2.1392 -0.3672
O -5.9769 3.4194 1.7301 -0.2755
S -4.7765 3.5160 2.5086 0.5567
O -4.7926 3.2265 3.8957 -0.2715
O -3.6072 2.6707 1.8314 -0.2617
C -3.8766 2.2501 0.4713 -0.2471
C -2.6678 1.5507 -0.1087 -0.0614
C -4.0487 5.1210 2.3087 -0.1118
H -4.1872 3.0784 -0.1727 0.1229
H -4.7107 1.5477 0.4770 0.1115
H -2.3265 0.8089 0.6149 0.0711
H -1.8499 2.2475 -0.2565 0.0637
H -2.9448 1.0717 -1.0389 0.0588
H -3.7800 5.1881 1.2493 0.0699
H -3.1511 5.1416 2.9123 0.0635
H -4.8008 5.8941 2.4269 0.0722
O -4.7705 -0.7362 -1.1681 -0.2455
S -4.0299 -1.9303 -1.1208 0.5257
O -3.0680 -2.2157 -2.1440 -0.2932
O -3.2747 -1.9888 0.2511 -0.2535
C -2.1062 -2.8608 0.4103 -0.2153
C -2.1565 -3.4241 1.8185 -0.0410
C -5.1004 -3.3436 -0.9825 -0.0994
H -1.2223 -2.2453 0.2206 0.1079
H -2.0440 -3.6858 -0.3073 0.0861
H -1.9278 -2.6854 2.5943 0.0629
H -1.4662 -4.2461 2.0056 0.0856
H -3.1859 -3.7261 2.0330 0.0809
H -5.7539 -3.1444 -0.1402 0.0746
H -4.4429 -4.1920 -0.8298 0.0698
H -5.6408 -3.3839 -1.9232 0.0717
O -0.6505 -6.9336 -3.4426 -0.2613
S -0.6005 -5.6072 -2.9390 0.5523
O -0.9789 -5.3199 -1.5953 -0.2836
O 0.8683 -5.0644 -3.1499 -0.2420
C 1.0953 -3.6687 -2.7628 -0.2491
C 2.5439 -3.4566 -2.3959 -0.0537
C -1.5658 -4.5522 -3.9942 -0.1137
H 0.4348 -3.3691 -1.9522 0.1080
H 0.9435 -3.0964 -3.6856 0.1153
H 2.6437 -2.3783 -2.2502 0.0773
H 3.2225 -3.7968 -3.1760 0.0834
H 2.8392 -3.9259 -1.4585 0.0714
H -1.2848 -4.7945 -5.0181 0.0759
H -1.2326 -3.5269 -3.8488 0.0404
H -2.6097 -4.6684 -3.7437 0.0699
O 0.0809 1.6092 -4.7196 -0.2816
S -0.9422 1.5254 -3.7268 0.5436
O -1.0919 2.5890 -2.8062 -0.2587
O -2.3401 1.3730 -4.4567 -0.2453
C -2.3445 0.4728 -5.5853 -0.2673
C -3.7516 0.3925 -6.0798 -0.0703
C -0.7919 -0.0156 -2.8763 -0.1062
H -1.9840 -0.4984 -5.2421 0.1097
H -1.6739 0.8824 -6.3380 0.1180
H -4.4301 0.1095 -5.2603 0.0846
H -3.9408 -0.3287 -6.8683 0.0792
H -4.1504 1.3818 -6.3218 0.0847
H -0.5395 -0.7838 -3.6040 0.0592
H -1.7554 -0.2038 -2.4194 0.0424
H 0.0214 0.0412 -2.1533 0.0569
O 3.6870 -4.9968 3.6992 -0.2746
S 2.4769 -5.1617 2.9776 0.5282
O 2.1009 -6.4142 2.4504 -0.2611
O 1.2635 -4.6908 3.8719 -0.2714
C 1.4550 -3.6977 4.9331 -0.2278
C 0.2603 -2.7553 4.9412 -0.0586
C 2.3648 -3.9433 1.7114 -0.1208
H 2.3872 -3.1562 4.7147 0.1124
H 1.6829 -4.1902 5.8809 0.1204
H -0.0004 -2.4368 3.9331 0.0488
H 0.4181 -1.9000 5.5983 0.0817
H -0.6269 -3.2713 5.3323 0.0830
H 1.5035 -4.1921 1.0989 0.0679
H 3.2466 -3.9886 1.0743 0.0717
H 2.2907 -2.9497 2.1435 0.0612
O 4.9386 3.3976 -1.9084 -0.2877
S 4.6913 2.2567 -2.7353 0.5685
O 4.9652 2.3252 -4.1326 -0.2695
O 5.4758 0.9991 -2.1694 -0.2475
C 5.7714 0.9419 -0.7506 -0.2374
C 7.0464 1.6984 -0.4186 -0.0794
C 2.9924 1.7344 -2.5180 -0.0953
H 5.9023 -0.1162 -0.5535 0.1264
H 4.9975 1.3838 -0.1296 0.0880
H 7.8608 1.2258 -0.9926 0.0815
H 7.3787 1.6092 0.6143 0.0808
H 7.0328 2.7308 -0.7553 0.0680
H 2.9123 1.5965 -1.4418 0.0529
H 2.8646 0.8093 -3.0747 0.0728
H 2.3571 2.4855 -2.9744 0.0697
O 4.5848 6.1311 2.4190 -0.2669
S 3.6587 5.0654 2.2551 0.5470
O 3.0956 4.4338 3.3983 -0.2640
O 2.5017 5.6044 1.3352 -0.2441
C 1.4165 4.7157 1.0678 -0.2711
C 0.9862 4.8647 -0.3732 -0.0422
C 4.3630 3.8892 1.1642 -0.1287
H 0.5981 4.9195 1.7626 0.1176
H 1.7201 3.6840 1.2534 0.1032
H 1.7841 4.4755 -1.0163 0.0756
H 0.8156 5.8904 -0.6991 0.0834
H 0.1071 4.2550 -0.5550 0.0702
H 3.6501 3.1297 0.8681 0.0516
H 5.2410 3.4107 1.5921 0.0811
H 4.6858 4.4635 0.2998 0.0662
C -1.0779 3.0767 4.6320 -0.2495
S -0.6699 1.3314 4.8402 0.8210
O -0.9360 1.0308 6.2747 -0.5699
C -2.0704 0.6498 3.9333 -0.2443
H -2.1582 3.2461 4.6722 0.0358
H -0.7167 3.4303 3.6731 0.0385
H -0.6291 3.5751 5.4861 0.0503
H -1.7112 0.3412 2.9481 0.0275
H -2.9864 1.2186 3.9918 0.0335
H -2.1628 -0.3233 4.4316 0.0456
```

Calculated values
Spin multiplicity = 1
LUMO = 1.531 eV
Energy relative to the best compared isomer or geometry (same formula, charge and spin) = 0.0 kcal per mole
Net charge = -1
Orbital gap = 8.1 eV
HOMO = -6.6 eV
E_tot = -177288.4681 eV
Max |F| = 2.249 eV/Å

=====

Entry 3:
Computed, not measured: C11H22MgN6O5 as an isolated structure at a distorted geometry, with the ωB97M-V functional and the def2-TZVPD basis.

Structure (XYZ):
```
45
Properties=species:S:1:pos:R:3:lowdin_charge:R:1
O -2.7215 -1.7439 3.4982 -0.1425
H -3.3522 -2.4871 3.5056 0.0830
Mg 0.2644 0.1348 -0.2444 0.5883
N 0.3463 -0.2498 -2.2936 -0.1398
N -1.6781 -0.2348 -0.7498 -0.0844
O 1.5371 -0.2549 -3.1249 -0.0549
O -2.7912 -0.1423 0.1552 -0.0581
C -0.8118 -0.4971 -2.8977 -0.3058
C -1.9565 -0.4240 -2.0353 -0.2983
C -0.9207 -0.7838 -4.3486 -0.0269
C -3.3442 -0.5766 -2.5505 -0.0259
H -0.0109 -1.1929 -4.8051 0.0818
H -1.1901 0.1296 -4.9050 0.0975
H -1.7221 -1.5154 -4.5212 0.0819
H -4.1150 -0.1162 -1.9205 0.0812
H -3.5989 -1.6426 -2.6630 0.0949
H -3.4236 -0.1145 -3.5432 0.0814
H 2.2694 -0.0245 -2.5017 0.0642
H -2.3839 -0.2023 1.0521 0.0573
O -0.2437 2.3571 -0.9933 -0.0445
H 0.2046 1.6814 -1.5439 0.0059
H -0.8803 1.9285 -0.3889 0.0277
C -1.5953 -2.2452 2.7341 -0.1476
H -0.7062 -1.6170 2.9063 0.0620
H -1.8630 -2.3609 1.6625 0.0856
H -1.3465 -3.2368 3.1188 0.0778
O 1.2779 -1.9134 -0.2064 -0.0564
H 0.8424 -1.6685 -1.0620 0.0241
H 1.8707 -1.1715 0.0485 0.0229
N 1.4018 1.3023 3.4273 0.0810
C 0.1193 1.1346 3.9141 -0.0882
C -0.6483 0.7228 2.8666 -0.1538
N 0.1540 0.5740 1.7483 0.0014
C 1.3783 0.9647 2.1265 -0.3096
C 2.4518 1.1438 1.1865 -0.3181
N 2.3018 0.9023 -0.1211 -0.0193
C 3.4891 1.2880 -0.7181 -0.1256
C 4.3454 1.7298 0.2459 -0.0979
N 3.6713 1.6401 1.4539 0.0806
H 2.1998 1.6534 3.9634 0.1567
H -0.1810 1.3439 4.9214 0.1052
H -1.7076 0.5304 2.8707 0.0969
H 3.6703 1.2479 -1.7782 0.0994
H 5.3489 2.0946 0.1425 0.1005
H 4.0481 1.9118 2.3682 0.1583
```

Calculated values
Spin multiplicity = 1
LUMO (spin up / spin down) = 0.446 / 0.473 eV
Energy relative to the best compared isomer or geometry (same formula, charge and spin) = 3.2 kcal per mole
Orbital gap (spin up / spin down) = 6.5 / 5.0 eV
HOMO (spin up / spin down) = -6.1 / -4.6 eV
E_tot = -36384.0872 eV
Max |F| = 3.669 eV/Å